[1]
Entry from OMol25: a cluster of 2 separate species, C6H14N2O2 in total (the ωB97M-V functional and the def2-TZVPD basis).

XYZ file:
```
24
Properties=species:S:1:pos:R:3:forces:R:3:mulliken_charge:R:1
C -0.017 2.038 -0.986 2.1 -1.2 0.5 -0.867
N 0.416 2.390 0.380 -0.8 -0.4 -1.3 -0.191
C -0.138 1.702 1.402 -0.4 0.8 1.6 0.699
C 0.176 2.125 2.825 -0.1 -0.2 0.4 -1.228
O -0.965 0.813 1.284 0.3 -0.4 -1.0 -0.576
H -0.946 1.493 -1.035 -1.0 1.1 0.0 0.298
H 0.280 2.863 -1.615 -1.0 0.2 -0.4 0.366
H 0.621 1.221 -1.332 0.5 0.0 0.0 0.238
H 0.727 3.346 0.464 0.1 -0.3 0.6 0.267
H -0.553 2.860 3.154 0.0 0.4 -0.2 0.320
H -0.080 1.261 3.432 0.2 -0.2 0.1 0.321
H 1.178 2.456 3.099 0.0 0.1 -0.4 0.364
C -1.401 -2.660 -2.097 -0.8 0.1 -0.2 -0.948
N -0.723 -1.996 -1.017 0.7 -0.1 0.3 -0.130
C 0.631 -2.105 -0.886 -0.4 0.4 -0.5 0.696
C 1.228 -1.370 0.282 0.2 -0.9 0.9 -0.966
O 1.311 -2.722 -1.687 0.1 -0.1 0.1 -0.648
H -0.849 -3.532 -2.417 0.3 -0.1 0.1 0.300
H -2.396 -2.986 -1.796 0.0 0.0 0.2 0.360
H -1.537 -2.014 -2.968 0.1 0.1 0.0 0.283
H -1.194 -1.446 -0.316 -0.2 0.0 -0.2 0.238
H 0.632 -1.455 1.193 -0.5 0.5 -0.3 0.342
H 1.501 -0.337 0.082 -0.1 0.0 -0.1 0.099
H 2.098 -1.949 0.554 0.7 0.1 -0.2 0.364
```
Forces are in eV/Å.

Computed properties:
LUMO energy (eV): 0.69
Structure (SMILES): CNC(C)=O.CNC(C)=O
E_tot (Eh): -497.02163
Relative energy (zero: lowest compared OMol25 entry of this formula, charge and spin) (kJ/mol): 94.3
F_max (Eh/bohr): 0.0467

---

[2]
Entry from OMol25: a cluster of 2 separate species, C3H9FO5SSi in total (the ωB97M-V functional and the def2-TZVPD basis).

XYZ file:
```
20
Properties=species:S:1:pos:R:3:forces:R:3:mulliken_charge:R:1
C -1.035 2.386 0.654 -0.8 -1.7 -0.3 -0.748
O -0.655 1.027 0.630 -0.3 -1.1 -0.1 -0.157
Si -0.971 -0.228 -0.322 0.7 0.4 1.8 0.340
O -0.600 -1.570 0.463 -0.5 0.3 0.5 -0.129
C 0.609 -2.190 0.899 0.2 -0.2 -4.1 -0.455
S -3.132 -0.159 -0.406 -3.4 -0.5 1.8 1.025
O -3.408 1.082 -1.000 0.6 2.4 -1.7 -0.546
O -4.001 -1.220 -0.807 0.9 -0.6 0.6 -0.583
F -3.546 0.280 1.160 0.8 -1.3 -0.9 -0.297
H -0.518 2.800 -0.116 2.3 2.1 -1.5 0.343
H -0.895 2.674 1.640 0.6 1.3 1.5 0.263
H -2.017 2.595 0.326 -1.6 -0.5 0.2 0.356
H -0.633 0.005 -1.689 0.3 -0.2 -0.8 -0.083
H 0.818 -2.280 1.911 -0.2 0.7 2.1 0.275
H 1.422 -1.676 0.321 -0.2 -0.9 0.9 0.146
H 0.430 -3.205 0.534 0.8 -0.1 0.0 0.252
C 4.529 -0.053 -1.120 0.3 -1.8 1.0 -0.085
O 3.390 0.123 -0.802 -0.8 -0.3 -0.6 -0.353
H 5.246 0.652 -0.772 1.2 1.1 -0.2 0.235
H 4.967 -1.043 -1.502 -0.8 1.0 -0.1 0.201
```
Forces are in eV/Å.

Computed properties:
LUMO energy (eV): 0.33
Structure (SMILES): CO[SiH](OC)S(=O)(=O)F.C=O
E_tot (Eh): -1283.43127
Relative energy (zero: lowest compared OMol25 entry of this formula, charge and spin) (kJ/mol): 122.1
F_max (Eh/bohr): 0.0792

---

[3]
Entry from OMol25: a structure of composition C3H4CuO3 (the ωB97M-V functional and the def2-TZVPD basis).

XYZ file:
```
11
Properties=species:S:1:pos:R:3:forces:R:3:mulliken_charge:R:1
C -0.080 -0.771 0.444 1.9 -2.8 -1.3 0.190
C -1.252 -0.510 -0.229 -0.1 0.1 -1.5 -0.319
O 1.139 -0.979 -0.227 -3.6 0.1 1.3 -0.316
H -0.064 -1.141 1.470 -0.1 -0.1 0.1 0.432
H -1.636 0.107 -1.041 0.9 0.9 0.0 0.399
H -1.792 -1.419 -0.509 -0.7 -0.9 1.4 0.373
H 1.600 -1.756 0.118 0.5 -0.4 0.7 0.368
O -1.095 2.064 0.594 3.4 -0.5 1.7 -0.215
C 0.077 1.955 0.483 -3.8 2.3 -3.3 0.776
O 1.069 1.941 -0.170 -0.3 0.7 2.5 -0.359
Cu 2.033 0.509 -0.932 2.0 0.6 -1.6 0.671
```
Forces are in eV/Å.

Computed properties:
Expectation value of S²: 0.76
LUMO energy (alpha / beta) (eV): -12.44 / -12.81
Total charge: +2
Spin multiplicity: 2
E_tot (Eh): -1982.01155
Relative energy (zero: lowest compared OMol25 entry of this formula, charge and spin) (kJ/mol): 202.0
F_max (Eh/bohr): 0.1076

---

[4]
Entry from OMol25: a cluster of 8 separate species, C8H32N14O8 in total (the ωB97M-V functional and the def2-TZVPD basis).

XYZ file:
```
62
Properties=species:S:1:pos:R:3:forces:R:3:mulliken_charge:R:1
C 2.562 -3.018 0.029 -2.2 1.7 -0.6 -0.515
O 3.722 -2.728 -0.633 2.1 -0.8 -1.1 -0.519
H 1.811 -2.338 -0.373 -0.4 0.7 0.5 0.006
H 2.016 -3.877 -0.362 1.0 -1.1 0.7 0.393
H 2.648 -2.825 1.099 -0.3 -0.8 0.2 0.294
H 3.933 -1.793 -0.576 -0.2 0.1 0.1 0.265
C -4.866 1.300 0.052 -0.8 -3.7 1.0 0.388
O -5.628 0.417 -0.293 -1.7 -1.4 -0.8 -0.563
N -4.018 1.103 1.009 2.6 -1.3 3.2 -0.171
N -4.899 2.468 -0.418 -0.6 5.4 -3.0 -0.308
H -4.131 0.206 1.459 0.6 0.0 0.0 0.101
H -3.188 1.650 1.186 -0.3 -0.2 0.1 0.241
H -4.165 3.131 -0.209 -0.7 0.2 -0.3 0.166
H -5.730 2.618 -0.972 0.6 0.7 -0.3 0.228
C -3.339 -2.454 -0.171 2.8 -1.7 3.5 -1.136
O -2.153 -2.664 -0.299 2.5 0.4 -0.2 -0.070
N -4.159 -2.639 -1.111 -3.8 -0.2 -5.7 -0.016
N -3.946 -2.360 1.006 -0.5 1.4 0.8 0.097
H -3.748 -2.908 -1.994 -0.4 0.4 0.0 0.254
H -5.093 -2.264 -1.034 0.1 -0.1 -0.6 0.169
H -3.364 -2.501 1.819 -0.7 -0.1 0.4 0.462
H -4.934 -2.488 0.842 0.0 -0.1 1.9 0.347
C 6.191 -0.703 0.812 -3.5 1.2 3.7 0.746
O 6.598 -0.480 -0.275 2.1 0.0 -3.5 -0.715
N 4.943 -0.484 1.197 -3.9 0.6 0.1 -0.314
N 6.847 -0.997 1.924 4.0 -0.9 -0.3 -0.455
H 4.667 -0.313 2.154 0.5 -0.3 -0.1 0.265
H 4.262 -0.085 0.568 0.1 0.0 -0.5 0.120
H 6.427 -1.174 2.825 0.6 -0.1 -0.5 0.204
H 7.804 -1.056 1.606 0.6 -0.5 1.7 0.276
C -0.270 0.441 -0.658 -2.5 2.7 -2.6 0.744
O -0.057 1.327 -1.533 0.8 0.1 -0.1 -0.919
N -1.497 0.098 -0.325 -1.1 -0.1 0.6 0.121
N 0.640 -0.179 -0.030 3.9 -1.8 1.8 -0.012
H -1.484 -0.722 0.264 -1.3 -0.1 -0.3 -0.267
H -2.295 0.434 -0.845 0.3 -0.4 0.2 0.164
H 0.475 -0.825 0.729 -0.1 0.2 -0.2 0.102
H 1.581 -0.008 -0.353 0.4 0.0 0.4 -0.083
C -1.662 -1.363 3.545 1.1 -2.9 1.5 -4.045
O -1.252 -0.268 3.375 1.6 4.1 -1.9 0.797
N -2.813 -1.578 4.114 -3.5 1.1 1.0 -0.390
N -0.943 -2.492 3.438 1.3 -0.7 -0.9 0.416
H -3.198 -0.681 4.372 -0.7 -0.4 0.5 0.297
H -3.173 -2.453 4.468 0.0 -0.2 0.0 1.036
H -0.245 -2.500 2.708 0.0 -0.5 0.3 -0.013
H -1.390 -3.328 3.787 0.2 -0.6 -0.4 0.909
C -1.575 4.103 -3.119 1.2 -1.8 -1.0 0.541
O -2.223 4.991 -3.535 -3.3 4.2 -1.3 -0.690
N -1.175 3.974 -1.897 0.8 0.6 4.0 -0.292
N -1.186 3.145 -3.939 0.8 -1.9 -2.0 -0.342
H -1.473 4.740 -1.311 0.5 -0.3 0.2 0.199
H -0.469 3.301 -1.633 -0.4 -0.2 0.4 0.210
H -0.573 2.397 -3.649 -0.4 -0.2 -0.2 0.240
H -1.614 3.250 -4.848 0.5 -0.5 0.1 0.191
C 3.655 1.319 -1.478 1.2 -1.6 2.9 0.569
O 3.318 0.453 -0.639 -1.4 0.2 -1.0 -0.886
N 2.940 2.226 -2.017 -4.3 2.1 -1.7 -0.284
N 4.922 1.513 -1.690 3.4 -0.2 -0.8 -0.407
H 3.330 2.977 -2.569 -0.3 -0.3 0.3 0.167
H 1.946 2.132 -1.869 -0.5 0.2 -0.3 0.266
H 5.178 1.942 -2.568 0.6 -0.2 0.4 0.213
H 5.515 0.887 -1.164 0.8 -0.2 -0.5 0.205
```
Forces are in eV/Å.

Computed properties:
Expectation value of S²: 0.75
LUMO energy (alpha / beta) (eV): 2.23 / 2.20
Total charge: -1
Spin multiplicity: 2
E_tot (Eh): -1692.65693
F_max (Eh/bohr): 0.1336

---

[5]
Entry from OMol25: a structure of composition C29H45FP2Tl (the ωB97M-V functional and the def2-TZVPD basis).

XYZ file:
```
78
Properties=species:S:1:pos:R:3:forces:R:3:mulliken_charge:R:1
Tl 1.774 -0.984 1.614 -0.4 -0.1 0.2 0.899
C -2.051 -1.309 3.819 0.6 -0.7 -0.2 0.504
C -1.706 -2.431 3.031 -1.4 1.3 0.8 0.656
C 0.142 -1.833 4.258 0.5 -1.9 -2.0 0.672
C -0.914 -0.943 4.589 -1.5 0.0 -0.5 0.302
C -0.360 -2.772 3.311 2.5 1.3 1.4 0.274
C -3.414 -0.760 3.955 -0.7 0.2 0.1 -1.861
H -3.910 -0.655 2.983 0.1 0.1 0.2 0.362
H -3.388 0.220 4.436 -0.2 -0.1 -0.1 0.454
H -4.051 -1.422 4.568 0.2 0.3 -0.2 0.333
C -0.858 0.067 5.664 -0.2 0.2 0.4 -1.093
H -1.862 0.427 5.925 0.3 0.0 -0.1 0.405
H -0.243 0.936 5.388 -0.1 -0.2 0.1 0.131
H -0.415 -0.374 6.569 -0.1 0.2 -0.2 0.328
C 1.481 -1.849 4.899 0.3 -0.2 0.5 -1.289
H 1.363 -1.729 5.990 0.2 0.0 -0.4 0.397
H 2.140 -1.024 4.561 -0.1 -0.3 0.2 0.243
H 1.989 -2.813 4.733 -0.1 0.4 0.0 0.355
C 0.335 -3.996 2.851 0.2 -0.7 -0.2 -1.510
H 0.169 -4.820 3.566 0.1 0.2 -0.2 0.340
H 1.423 -3.853 2.774 -0.2 -0.1 0.0 0.358
H -0.030 -4.357 1.878 0.1 0.2 0.3 0.415
C -2.596 -3.208 2.147 -0.4 0.0 -0.3 -1.676
H -2.661 -4.262 2.461 0.0 0.3 -0.1 0.409
H -2.221 -3.187 1.114 -0.1 -0.1 0.1 0.339
H -3.604 -2.782 2.145 0.2 -0.2 0.0 0.378
C -1.591 2.210 -0.270 -0.8 0.3 0.3 -0.654
C -2.503 1.294 0.092 0.5 0.1 0.4 -0.416
C -2.977 0.080 -0.653 0.4 -0.7 -0.4 0.020
C -2.333 -0.203 -2.041 -1.1 -0.3 0.1 -1.024
C -0.954 -0.782 -2.073 1.0 0.1 0.5 -0.249
C 0.233 -0.175 -1.862 -0.1 -1.7 1.6 -0.681
C 0.501 1.122 -1.171 -0.1 1.1 -0.8 0.120
C -0.627 2.164 -1.399 0.1 0.5 -0.2 -0.356
H -4.071 0.125 -0.826 0.4 0.3 0.2 0.436
H -2.431 0.705 -2.662 0.2 -0.5 0.2 0.050
H -2.841 -0.808 -0.013 0.0 0.1 -0.1 -0.101
H -1.115 1.956 -2.371 0.5 0.1 0.9 -0.567
H -1.551 3.169 0.259 0.1 -0.6 0.6 0.374
H -2.889 1.358 1.119 -0.4 0.4 -0.5 0.339
H -0.182 3.167 -1.518 -0.1 -0.4 0.1 0.480
H 0.657 0.957 -0.082 -0.2 0.0 -0.3 -0.625
H 1.145 -0.783 -2.003 -0.8 0.2 0.3 1.111
H 1.455 1.565 -1.511 -0.2 -0.3 -0.1 0.260
H -2.972 -0.959 -2.535 0.1 0.4 0.2 0.534
H -0.911 -1.855 -2.305 0.1 0.4 -0.3 0.505
P -0.689 1.363 -4.428 0.1 0.2 -0.8 1.049
C -0.883 3.109 -4.956 -0.1 0.1 -0.1 -1.503
C -1.796 0.607 -5.689 0.0 0.1 -0.2 -1.378
P 1.693 -0.580 -4.429 0.4 0.2 -1.3 0.463
C 1.013 1.034 -5.066 -0.2 -0.1 -0.1 -1.342
C 0.924 -1.692 -5.691 0.1 -0.2 0.1 -1.257
C 3.325 -0.459 -5.261 0.1 0.0 0.0 -1.161
H -0.049 3.711 -4.567 -0.3 -0.1 -0.1 0.345
H -1.831 3.479 -4.536 0.3 0.1 -0.2 0.360
H -0.912 3.164 -6.055 0.0 0.2 0.3 0.445
H -1.672 1.145 -6.638 -0.1 -0.3 0.0 0.413
H -2.828 0.733 -5.334 0.2 0.0 -0.2 0.390
H -1.611 -0.460 -5.835 -0.1 0.2 0.0 0.300
H 3.194 -0.231 -6.329 0.2 -0.1 0.3 0.355
H 3.845 -1.419 -5.143 0.0 0.3 -0.1 0.393
H 3.910 0.336 -4.777 0.0 -0.2 -0.2 0.355
H 1.670 1.848 -4.716 -0.2 -0.2 0.0 0.567
H 0.998 1.044 -6.170 0.2 0.0 0.2 0.549
H 1.497 -2.629 -5.681 -0.2 0.1 -0.1 0.429
H 0.997 -1.239 -6.690 -0.1 -0.2 0.2 0.384
H -0.118 -1.924 -5.454 0.2 0.0 -0.1 0.250
F 4.545 4.402 4.144 -0.7 -1.5 -0.4 -0.293
C 3.986 3.195 3.778 0.4 0.9 0.2 0.267
C 4.826 2.188 3.307 -0.6 -0.5 -0.1 -0.550
C 4.225 0.958 2.934 1.2 0.4 0.0 -0.363
C 2.869 0.840 3.028 0.1 0.2 -0.2 -0.324
C 2.027 1.823 3.461 -0.5 0.9 0.4 0.037
C 2.603 3.051 3.877 -0.2 -0.8 -0.3 -0.668
H 5.906 2.331 3.214 -0.5 0.0 0.1 0.434
H 4.861 0.150 2.573 -0.1 0.2 0.1 0.404
H 0.940 1.675 3.482 0.4 0.2 0.1 0.517
H 1.959 3.851 4.239 0.3 -0.1 -0.1 0.456
```
Forces are in eV/Å.

Computed properties:
LUMO energy (alpha / beta) (eV): -4.30 / -5.61
Total charge: +1
E_tot (Eh): -2086.62930
F_max (Eh/bohr): 0.0616

---

[6]
Entry from OMol25: a structure of composition C11H13IrNO3S (the ωB97M-V functional and the def2-TZVPD basis).

XYZ file:
```
30
Properties=species:S:1:pos:R:3:forces:R:3:mulliken_charge:R:1
Ir -1.112 1.683 0.698 -0.1 0.2 -0.1 1.388
C 2.995 0.149 -0.135 0.0 0.0 0.0 -1.595
C 1.545 0.436 -0.370 0.0 0.0 0.0 1.562
O 0.876 0.758 0.636 0.2 0.0 0.1 -0.730
C 0.978 0.333 -1.705 0.3 0.0 0.3 0.019
C 1.812 0.068 -2.805 0.1 0.0 0.1 -0.747
C 1.302 -0.031 -4.075 -0.1 0.0 -0.1 -0.893
C -0.071 0.128 -4.274 0.0 0.0 0.0 -0.423
C -0.916 0.372 -3.209 -0.2 0.0 -0.2 -0.553
C -0.401 0.467 -1.927 -0.2 0.0 0.3 0.854
O -1.261 0.628 -0.903 -0.1 -0.1 -0.4 -0.810
H 3.214 0.243 0.924 0.0 0.0 0.0 0.332
H 3.605 0.866 -0.688 0.0 0.0 0.0 0.451
H 3.255 -0.851 -0.480 0.0 0.0 0.0 0.434
H 2.876 -0.051 -2.653 0.0 0.0 0.0 0.383
H 1.958 -0.225 -4.911 0.0 0.0 0.0 0.422
H -0.481 0.062 -5.274 0.0 0.0 0.0 0.399
H -1.983 0.494 -3.341 0.0 0.0 0.0 0.464
N -1.006 4.555 1.972 0.1 -0.2 -0.1 -0.472
C -0.999 3.496 1.497 0.0 0.2 0.1 0.296
C -2.891 -1.863 3.192 -0.1 -0.1 0.1 -1.043
S -1.639 -1.214 2.123 0.0 0.2 -0.2 0.659
C -0.254 -1.204 3.239 0.1 0.1 0.1 -0.858
O -2.065 0.272 1.999 0.0 -0.2 0.1 -0.656
H -2.868 -1.324 4.137 -0.1 0.0 0.0 0.339
H -2.690 -2.926 3.329 0.0 0.0 0.0 0.415
H -3.844 -1.724 2.687 0.0 0.0 0.0 0.379
H 0.130 -2.221 3.315 0.0 0.0 0.0 0.402
H -0.568 -0.823 4.209 0.1 0.0 0.0 0.350
H 0.500 -0.556 2.793 0.0 -0.1 0.0 0.235
```
Forces are in eV/Å.

Computed properties:
Expectation value of S²: 6.03
LUMO energy (alpha / beta) (eV): -3.96 / -6.11
Total charge: +1
Spin multiplicity: 5
E_tot (Eh): -1209.56837
Relative energy (zero: lowest compared OMol25 entry of this formula, charge and spin) (kJ/mol): 13.5
F_max (Eh/bohr): 0.0084